Density functional theory data (wB97M-V/def2-TZVPD) for C9H11N3 in the gas phase at a distorted geometry.

The total energy is -13979.22813 eV. Its LUMO energy is 0.30 eV. For the HOMO energy, the calculation gives -11.55 eV. The SMILES is CC(C)(C)[C@H](C#N)C(C#N)C#N. The gap between HOMO and LUMO comes out at 11.845 eV. The total charge is 0. The calculation puts the molar mass at 161.21 g/mol. For the relative energy (zero: lowest compared OMol25 entry of this formula, charge and spin), the calculation gives 70.8 kcal/mol.

Structure (XYZ):
```
23
Properties=species:S:1:pos:R:3:forces:R:3:lowdin_charge:R:1
C -0.6627 1.8343 -0.6613 1.54 0.56 2.87 -0.0716
C -0.7023 0.3958 -0.0732 0.21 1.44 1.59 -0.5371
C -1.0422 -0.4991 -1.2467 -0.34 0.12 -1.33 -0.0639
C -1.7992 0.3554 1.0653 -0.91 1.71 -1.45 -0.0355
C 0.7404 0.1820 0.5414 -0.52 -1.60 -1.44 -0.1604
C 1.6690 0.7466 -0.4457 -0.59 -1.12 2.14 -0.2591
N 2.5076 1.2252 -1.0327 1.58 0.91 -1.58 0.2185
C 1.1403 -1.4394 0.7346 -1.34 2.99 -1.09 -0.1961
C 2.3508 -1.2947 1.4665 0.34 -1.20 0.59 -0.2252
N 3.2128 -1.1973 2.2043 0.93 0.28 0.47 0.2083
C 1.2837 -2.1522 -0.5353 1.18 -0.26 -0.25 -0.1944
N 1.6870 -2.6775 -1.4792 -0.70 0.24 0.48 0.2102
H -0.0577 2.5270 0.0487 -1.67 -0.72 -0.87 0.1330
H -0.0896 1.9049 -1.5214 1.33 -0.40 -1.81 0.0467
H -1.5944 2.2019 -0.9906 -1.41 0.52 0.42 0.0719
H -1.2746 -1.5354 -1.0309 -0.50 -0.12 0.46 0.0764
H -0.2267 -0.6275 -2.0060 -0.54 0.75 0.63 0.0998
H -1.9193 0.0217 -1.7460 0.90 -1.04 0.37 0.1167
H -2.1842 -0.6274 1.2024 0.04 -0.99 0.55 0.0563
H -1.6403 0.9029 2.0320 0.50 -0.68 -0.95 0.0992
H -2.6907 0.8920 0.6152 0.83 -0.50 0.47 0.0951
H 0.9529 0.6721 1.5192 -0.56 -0.33 -0.69 0.1648
H 0.3391 -1.8112 1.3395 -0.31 -0.57 0.42 0.1461
```
Positions in Å, forces in eV/Å.